i | The following is a quantum chemistry calculation of a molecular structure, C6H12O2, from the Open Molecules 2025 dataset.

Properties
Total charge = 0

Each line ends with the Mulliken charge.
Atoms and positions in Å:
C -0.660 0.009 -0.279  1.417
C 0.577 0.679 -0.349  -0.554
C -1.367 -0.176 1.025  -1.527
C -1.432 -0.291 -1.523  -1.415
C 0.980 1.744 0.647  -1.336
C 1.742 -0.931 0.052  0.263
O 0.683 -1.929 -0.433  -0.583
O 2.851 -0.967 -0.459  -0.539
H 0.399 -2.526 0.277  0.303
H 0.890 0.922 -1.364  0.457
H 1.611 -0.911 1.153  0.258
H -1.919 0.739 1.267  0.347
H -2.075 -1.005 0.981  0.403
H -0.666 -0.355 1.842  0.392
H -2.075 0.568 -1.751  0.350
H -0.766 -0.459 -2.370  0.392
H -2.069 -1.169 -1.399  0.350
H 0.794 1.435 1.677  0.293
H 2.050 1.940 0.543  0.379
H 0.453 2.684 0.463  0.348

---

ii | The following is a quantum chemistry calculation of 2 unconnected molecules or ions with the total composition C6H12O2, from the Open Molecules 2025 dataset.

Properties
Total charge = 0
SMILES = CCC=O.CCC=O

Each line ends with the Mulliken charge.
Atoms and positions in Å:
C -0.248 -0.855 -1.761  -1.029
C 0.743 0.291 -1.922  0.013
C 2.149 0.003 -2.450  -0.022
O 2.516 -1.080 -2.939  -0.495
H -1.265 -0.478 -1.559  0.326
H 0.054 -1.515 -0.931  0.198
H -0.272 -1.448 -2.691  0.375
H 0.278 0.960 -2.670  0.247
H 0.737 0.818 -0.948  0.112
H 2.877 0.850 -2.463  0.337
C -0.457 -0.908 1.982  -1.090
C -0.359 0.594 1.831  0.161
C -1.558 1.432 2.392  -0.039
O -2.472 0.900 2.979  -0.469
H -0.371 -1.276 3.018  0.343
H 0.343 -1.369 1.378  0.284
H -1.432 -1.225 1.576  0.296
H 0.599 0.996 2.214  0.371
H -0.387 0.776 0.739  -0.245
H -1.475 2.534 2.226  0.324

---

iii | The following is a quantum chemistry calculation of a molecular structure, C6H12O2, from the Open Molecules 2025 dataset.

Properties
Total charge = 0

Each line ends with the Mulliken charge.
Atoms and positions in Å:
C -0.421 -0.741 -1.603  0.224
C 0.375 -0.131 -2.740  -1.007
O 0.259 -1.450 -0.724  -0.673
C -1.124 0.756 -0.774  -0.715
C -2.051 1.524 -0.632  -0.132
H 0.868 -0.706 -0.047  0.484
H -1.355 -1.219 -1.915  0.363
H 1.227 0.426 -2.353  0.260
H 0.751 -0.948 -3.362  0.308
H -0.245 0.526 -3.346  0.361
H -2.833 2.230 -0.507  0.454
C 1.129 0.244 2.035  -0.241
C -0.091 -0.536 2.499  -1.013
O 1.190 0.379 0.602  -0.529
H 0.316 0.840 0.242  0.321
H 1.139 1.250 2.463  0.298
H 2.053 -0.260 2.322  0.282
H -1.007 -0.006 2.237  0.280
H -0.126 -1.515 2.022  0.291
H -0.054 -0.664 3.581  0.384

---

Most stable of them? ii.

---

i | The following is a quantum chemistry calculation of a molecular structure, C10H7N3O4S7Ti, from the Open Molecules 2025 dataset.

Properties
Total charge = -2

Each line ends with the Mulliken charge.
Atoms and positions in Å:
Ti 0.868 1.523 -0.875  0.064
O -0.820 0.968 -0.309  0.097
C -1.554 -0.098 -0.159  0.274
C -2.811 -0.201 -0.769  -0.565
C -3.574 -1.338 -0.591  -0.427
C -3.111 -2.392 0.197  -0.769
C -1.876 -2.284 0.815  -0.717
C -1.087 -1.147 0.658  0.470
C 0.191 -0.965 1.356  0.148
N 1.044 0.030 1.215  0.479
C 2.064 -0.208 2.101  -0.584
C 1.831 -1.356 2.786  -0.831
N 0.630 -1.834 2.306  -0.050
H -3.142 0.635 -1.370  0.434
H -4.540 -1.412 -1.076  0.363
H -3.708 -3.287 0.325  0.364
H -1.526 -3.110 1.426  0.262
H 2.903 0.463 2.159  0.498
H 2.400 -1.876 3.535  0.410
H 0.168 -2.677 2.586  0.148
S -0.371 3.790 -1.609  -0.228
S -1.893 3.969 -0.301  -0.229
S -0.842 3.603 1.593  -0.249
S 1.056 3.216 0.993  -0.183
S 4.927 -0.991 -0.756  -0.427
C 3.523 -0.081 -0.841  0.342
S 2.043 -0.662 -1.520  -0.352
S 3.381 1.541 -0.282  -0.404
O 1.138 1.489 -4.646  -0.673
N 0.955 1.536 -3.460  1.163
O 1.741 2.144 -2.643  -0.327
O -0.007 1.012 -2.843  -0.501

---

ii | The following is a quantum chemistry calculation of a molecular structure, C10H7N3O4S7Ti, from the Open Molecules 2025 dataset.

Properties
Total charge = -2

Each line ends with the Mulliken charge.
Atoms and positions in Å:
Ti 1.313 -0.132 -1.348  -0.024
O 0.246 1.148 -0.788  0.331
C -0.351 1.484 0.317  0.094
C -0.637 2.827 0.597  -0.489
C -1.316 3.170 1.746  -0.587
C -1.713 2.188 2.646  -0.707
C -1.448 0.859 2.385  -0.892
C -0.790 0.474 1.215  1.154
C -0.565 -0.906 0.862  -0.713
N 0.247 -1.367 -0.101  0.852
C 0.205 -2.732 -0.029  -0.282
C -0.600 -3.109 0.994  -1.067
N -1.045 -1.955 1.586  -0.007
H -0.322 3.570 -0.125  0.463
H -1.542 4.209 1.951  0.374
H -2.247 2.461 3.546  0.365
H -1.763 0.108 3.096  0.347
H 0.746 -3.364 -0.709  0.367
H -0.877 -4.080 1.351  0.404
H -1.804 -1.888 2.242  0.249
S -2.770 -0.510 -0.786  -0.453
S -2.455 0.994 -2.053  -0.203
S -1.173 0.434 -3.618  -0.149
S 0.708 1.165 -3.450  -0.278
S 3.016 -4.083 -3.139  -0.433
C 2.456 -2.674 -2.477  0.129
S 0.997 -1.912 -2.999  -0.360
S 3.218 -1.842 -1.184  -0.353
O 2.819 1.035 -1.589  -0.290
N 2.550 1.384 -0.427  1.295
O 2.558 2.547 -0.116  -0.707
O 2.341 0.497 0.403  -0.431

---

Most stable of them? i.

---

i | The following is a quantum chemistry calculation of a molecular structure, C5H13N2S, from the Open Molecules 2025 dataset.

Properties
Total charge = -1

Each line ends with the Mulliken charge.
Atoms and positions in Å:
C 1.064 1.118 0.402  -0.206
C 1.606 0.229 -0.689  -0.911
S 3.414 -0.095 -0.405  -0.599
C 0.717 0.353 1.679  -0.823
N -3.156 0.524 0.915  -0.820
C -2.489 0.604 -0.225  -0.155
C -2.024 -0.668 -0.962  0.409
N -2.744 -1.839 -0.492  -0.605
H 1.843 1.887 0.430  0.382
H 0.064 1.599 0.094  0.077
H 1.425 0.703 -1.685  0.235
H 0.992 -0.674 -0.838  0.121
H -0.340 0.076 1.812  0.193
H 1.384 -0.512 1.834  0.273
H 0.815 1.040 2.548  0.275
H -2.576 1.538 -0.821  0.373
H -2.103 0.177 1.098  0.347
H -0.949 -0.641 -0.883  -0.389
H -2.230 -0.422 -2.038  0.244
H -2.234 -2.706 -0.351  0.237
H -3.203 -1.459 0.333  0.341

---

ii | The following is a quantum chemistry calculation of a gas-phase ion, C5H13N2S (charge -1), from the Open Molecules 2025 dataset.

Properties
Total charge = -1
SMILES = CCN[C@H](CN)C[S-]

Each line ends with the Mulliken charge.
Atoms and positions in Å:
C 0.988 2.406 -0.376  -1.177
C -0.278 1.526 -0.663  -0.413
N 0.006 0.100 -0.999  -0.428
C -0.508 -0.926 -0.102  0.863
C 0.591 -1.234 0.970  -1.252
N 0.768 -0.242 2.036  -0.571
C -0.956 -2.196 -0.700  -1.001
S -2.672 -2.123 -1.473  -0.688
H 0.825 3.268 0.305  0.306
H 1.783 1.889 0.141  0.336
H 1.129 3.031 -1.294  0.291
H -0.867 2.052 -1.495  0.366
H -0.862 1.566 0.242  0.258
H -0.376 0.035 -1.953  0.300
H -1.281 -0.719 0.620  -0.036
H 1.561 -1.293 0.512  0.425
H 0.456 -2.207 1.530  0.410
H -0.039 -0.278 2.500  0.233
H 1.148 0.682 1.651  0.211
H -0.545 -2.432 -1.613  0.312
H -0.870 -2.906 0.163  0.254

---

iii | The following is a quantum chemistry calculation of a molecular structure, C5H13N2S, from the Open Molecules 2025 dataset.

Properties
Total charge = -1

Each line ends with the Mulliken charge.
Atoms and positions in Å:
C -2.655 -0.943 0.737  -0.202
N -1.576 -1.623 0.435  -0.615
C 0.408 0.836 -0.944  -0.273
C -0.419 2.118 -0.937  -0.706
S 0.239 3.548 -0.087  -0.610
C 0.915 0.542 0.516  -1.221
N 1.033 -0.896 0.911  -0.387
C 1.986 -1.684 0.151  -0.915
H -1.380 -0.454 0.834  0.180
H -3.229 -1.251 1.627  0.244
H -3.202 -0.343 -0.010  0.247
H 1.147 0.827 -1.774  0.331
H -0.238 -0.029 -1.160  0.362
H -1.451 1.825 -0.653  0.067
H -0.612 2.349 -2.004  0.279
H 0.159 0.958 1.209  0.428
H 1.838 1.149 0.522  0.461
H 0.102 -1.317 0.695  0.413
H 2.244 -2.626 0.639  0.328
H 2.903 -1.079 0.205  0.327
H 1.787 -1.905 -0.913  0.262

---

Most stable of them? ii.

---

i | The following is a quantum chemistry calculation of 4 unconnected molecules or ions with the total composition C8H16Br8, from the Open Molecules 2025 dataset.

Properties
Total charge = 0
SMILES = BrCCBr.BrCCBr.BrCCBr.BrCCBr

Each line ends with the Mulliken charge.
Atoms and positions in Å:
Br 6.525 -4.459 -0.532  -0.138
C 5.123 -5.599 -1.272  -0.526
C 3.800 -4.759 -1.223  -0.702
Br 3.149 -4.504 0.663  -0.105
H 5.148 -6.490 -0.644  0.346
H 5.458 -5.882 -2.270  0.355
H 3.004 -5.273 -1.763  0.409
H 3.961 -3.762 -1.634  0.332
Br -0.140 4.299 4.222  -0.153
C -0.035 4.178 2.246  -0.605
C 0.839 2.969 1.800  -0.509
Br 1.183 3.066 -0.180  -0.164
H 0.338 5.136 1.884  0.400
H -1.018 4.077 1.784  0.330
H 0.313 2.027 1.955  0.293
H 1.805 2.984 2.305  0.415
Br -2.720 2.865 -1.746  -0.133
C -4.494 2.277 -1.133  -0.668
C -4.795 2.437 0.391  -0.441
Br -6.321 1.249 0.850  -0.155
H -4.511 1.244 -1.482  0.384
H -5.211 2.775 -1.786  0.412
H -5.053 3.462 0.655  0.409
H -3.971 2.128 1.034  0.167
Br -2.283 0.001 0.311  -0.143
C -0.872 -0.529 -0.922  -0.483
C 0.308 -0.992 -0.136  -0.536
Br 1.567 -2.006 -1.300  -0.157
H -0.743 0.362 -1.537  0.307
H -1.161 -1.373 -1.547  0.417
H -0.009 -1.720 0.611  0.406
H 0.816 -0.188 0.395  0.235

---

ii | The following is a quantum chemistry calculation of 4 unconnected molecules or ions with the total composition C8H16Br8, from the Open Molecules 2025 dataset.

Properties
Total charge = 0
SMILES = BrCCBr.BrCCBr.BrCCBr.BrCCBr

Each line ends with the Mulliken charge.
Atoms and positions in Å:
Br 20.486 21.844 15.935  -0.088
C 19.617 23.100 14.730  -0.580
C 18.158 22.764 14.564  -0.405
Br 17.487 23.955 13.050  -0.182
H 20.271 23.078 13.859  0.387
H 19.752 24.073 15.204  0.361
H 17.654 22.993 15.503  0.386
H 17.871 21.765 14.236  0.192
Br 22.814 19.050 17.275  -0.145
C 20.846 18.772 17.319  -0.197
C 20.359 17.894 18.452  -0.714
Br 18.350 18.000 18.674  -0.174
H 20.585 18.221 16.416  0.086
H 20.352 19.742 17.374  0.197
H 20.855 18.174 19.381  0.361
H 20.712 16.872 18.312  0.419
Br 19.028 18.933 14.129  -0.080
C 18.115 18.798 12.326  -0.591
C 19.186 18.235 11.435  -0.644
Br 18.380 18.057 9.592  -0.190
H 17.888 19.818 12.014  0.338
H 17.135 18.366 12.531  0.469
H 19.468 17.211 11.676  0.383
H 20.064 18.881 11.439  0.409
Br 20.696 16.433 23.056  -0.155
C 21.522 15.034 21.805  -0.811
C 22.775 15.472 21.049  -0.507
Br 23.529 13.967 19.909  -0.144
H 20.843 14.361 21.283  0.446
H 21.823 14.309 22.562  0.441
H 23.540 15.526 21.823  0.410
H 22.618 16.467 20.632  0.322

---

Most stable of them? i.

---

i | The following is a quantum chemistry calculation of 2 unconnected molecules or ions with the total composition C3H12N3O, from the Open Molecules 2025 dataset.

Properties
Total charge = +1

Each line ends with the Mulliken charge.
Atoms and positions in Å:
C -0.212 1.876 0.210  -0.811
C -1.660 -0.148 0.137  0.697
N -0.715 -0.996 0.549  -0.277
N -1.395 1.108 -0.150  -0.193
N -2.926 -0.568 0.174  -0.392
H 0.257 -0.916 0.341  0.214
H -1.003 -1.950 0.698  0.243
H -2.077 1.605 -0.703  0.234
H -3.620 -0.010 -0.280  0.193
H -3.221 -1.456 0.534  0.191
H -0.492 2.872 0.539  0.318
H 0.402 2.038 -0.682  0.291
H 0.400 1.378 0.936  0.333
C 3.041 -0.902 -0.184  -0.602
O 1.764 -0.307 -0.492  -0.502
H 1.524 -0.318 -1.420  0.266
H 3.806 -0.668 -0.902  0.276
H 3.203 -0.644 0.860  0.248
H 2.924 -1.993 -0.166  0.272

---

ii | The following is a quantum chemistry calculation of a gas-phase ion, C3H12N3O (charge +1), from the Open Molecules 2025 dataset.

Properties
Total charge = +1
SMILES = C[C@@H](N)[NH2+][C@H](N)O

Each line ends with the Mulliken charge.
Atoms and positions in Å:
C -0.598 2.056 -0.736  -1.567
C -0.306 0.936 0.183  0.380
N -1.238 0.857 1.242  -0.584
N -0.327 -0.513 -0.443  -0.331
C 0.602 -1.765 0.434  0.084
N 1.874 -1.459 0.651  -0.379
O 0.273 -2.842 -0.372  -0.482
H 0.082 2.203 -1.517  0.440
H -0.569 2.924 -0.115  0.435
H -1.554 2.130 -1.182  0.446
H 0.758 0.843 0.679  0.258
H -2.136 1.324 0.878  0.252
H -1.073 1.222 2.171  0.244
H -1.257 -0.997 -0.453  0.351
H 0.065 -0.562 -1.300  0.294
H 0.084 -1.876 1.394  0.324
H 2.606 -1.372 -0.119  0.234
H 2.336 -1.167 1.560  0.260
H 0.975 -3.307 -0.886  0.339

---

Most stable of them? i.